{"formula": "C5H4S3", "method": "ωB97M-V with the def2-TZVPD basis set", "homo_energy_ev": -8.93, "de_lowest_kj_mol": 50.3, "gap_ev": 7.2, "charge": 0, "smiles": "C=C1CC(=S)C(=S)S1", "e_lumo_ev": -1.71, "species": ["C", "C", "C", "C", "C", "H", "H", "H", "H", "S", "S", "S"], "coordinates": [[-1.5941, 1.5302, 0.0149], [-0.5714, 0.7106, -0.1765], [0.2306, -0.0008, 0.8781], [0.8995, -1.2080, 0.2628], [1.0394, -1.0335, -1.2415], [-1.9527, 1.7864, 1.0241], [-2.1008, 1.9988, -0.8043], [-0.3759, -0.3157, 1.7502], [0.9936, 0.6547, 1.2493], [1.3960, -2.5137, 1.0581], [1.9723, -1.9152, -2.2274], [0.0634, 0.3064, -1.7879]]}

---

{"formula": "C5H5BF4Zn", "method": "ωB97M-V with the def2-TZVPD basis set", "homo_energy_ev": -10.04, "gap_ev": 9.9, "charge": 0, "e_lumo_ev": -0.18, "species": ["Zn", "C", "C", "C", "C", "C", "H", "H", "H", "H", "H", "F", "B", "F", "F", "F"], "coordinates": [[-0.0551, -0.0848, 0.0376], [0.1547, 1.1589, -1.7742], [1.2042, 0.1970, -1.7364], [1.9919, 0.4522, -0.5773], [1.4295, 1.5714, 0.0983], [0.2949, 2.0072, -0.6401], [-0.5984, 1.2468, -2.5405], [1.3879, -0.5693, -2.4719], [2.8758, -0.0880, -0.2794], [1.8081, 2.0224, 1.0012], [-0.3358, 2.8461, -0.3946], [-1.1239, -1.1894, 1.0296], [-2.1629, -2.2913, 1.9753], [-1.9571, -1.7886, 3.2028], [-1.5707, -3.4589, 1.6789], [-3.3431, -2.0316, 1.3908]]}

---

{"formula": "C5H5Br", "method": "ωB97M-V with the def2-TZVPD basis set", "homo_energy_ev": -10.03, "de_lowest_kj_mol": 428.9, "gap_ev": 9.9, "charge": 0, "e_lumo_ev": -0.17, "species": ["C", "C", "C", "C", "C", "Br", "H", "H", "H", "H", "H"], "coordinates": [[0.5125, -2.9112, -0.0267], [0.0135, -1.8439, -0.0336], [0.1886, 1.1771, 0.7445], [0.1427, 1.1584, -0.7897], [-0.6563, 0.2639, -0.0219], [-2.4990, 0.2576, 0.0136], [0.6557, -3.9338, 0.1466], [1.1701, 0.9846, 1.2051], [-0.2458, 1.9292, 1.2440], [-0.2858, 2.0208, -1.2967], [1.0039, 0.8974, -1.1852]]}

---

{"formula": "C5H5Br2NS", "method": "ωB97M-V with the def2-TZVPD basis set", "homo_energy_ev": [-7.85, -8.56], "de_lowest_kj_mol": 127.9, "gap_ev": [4.9, 6.0], "charge": 0, "e_lumo_ev": [-2.93, -2.60], "species": ["C", "C", "C", "C", "C", "N", "S", "Br", "Br", "H", "H", "H", "H", "H"], "coordinates": [[0.8735, 0.0463, 2.5445], [1.5639, -0.8670, 1.7941], [-0.2061, 0.3418, 0.7240], [-0.9836, 0.2956, -1.7542], [-1.1476, 0.7231, -0.2841], [-0.0898, 0.7224, 1.9694], [0.9311, -0.8878, 0.1990], [-2.3657, 2.0872, 0.2040], [-2.7908, -1.8471, 0.5847], [1.0244, 0.3635, 3.5292], [2.4057, -1.5353, 2.1010], [-1.2797, -0.7101, -1.8411], [0.1027, 0.2963, -1.9887], [-1.6411, 0.8564, -2.3308]]}

---

{"formula": "C5H5BrN2", "method": "ωB97M-V with the def2-TZVPD basis set", "homo_energy_ev": -10.52, "de_lowest_kj_mol": 57.8, "gap_ev": 10.1, "charge": 0, "smiles": "CC=C(C#N)C#N.Br", "e_lumo_ev": -0.45, "species": ["C", "C", "C", "C", "C", "N", "N", "Br", "H", "H", "H", "H", "H"], "coordinates": [[1.3523, 0.3115, 1.2693], [1.9296, -1.9334, 0.3118], [-0.2381, 0.7896, -1.1740], [0.4799, -0.4896, -0.8248], [1.3261, -0.6236, 0.2239], [1.2557, 1.1304, 2.0494], [2.3073, -3.0114, 0.3650], [-3.9401, 1.2061, 0.8521], [0.1835, 1.2716, -2.0284], [-0.1919, 1.4116, -0.2545], [-1.1861, 0.3170, -1.5061], [-3.5580, 0.9310, 2.2913], [0.2799, -1.3107, -1.5751]]}

---

{"formula": "C5H5BrNO4", "method": "ωB97M-V with the def2-TZVPD basis set", "homo_energy_ev": -3.62, "de_lowest_kj_mol": 434.6, "gap_ev": 6.5, "charge": -1, "e_lumo_ev": 2.92, "species": ["C", "C", "C", "C", "C", "N", "O", "O", "O", "O", "Br", "H", "H", "H", "H", "H"], "coordinates": [[0.5601, 1.7525, 1.6987], [0.9459, 1.6191, 0.4623], [-0.9196, -0.5724, -0.2785], [0.7754, 2.9778, 2.4885], [-0.9205, -3.2381, -2.6831], [-0.6601, -1.3183, -1.1884], [1.8251, 3.7974, 2.0830], [0.2939, 3.1003, 3.5830], [1.2862, 1.6799, -0.6412], [-0.8243, -2.7666, -1.3435], [-1.6507, -1.1950, 1.7086], [0.0767, 0.9289, 2.2483], [-1.5584, -4.1322, -2.7308], [-0.0646, -3.4070, -3.3225], [-1.4890, -2.5906, -3.3345], [2.3240, 3.3643, 1.2499]]}

---

Calculated values (Eh/bohr) of maximum force for the records, taken in order: 0.0243; 0.0083; 0.1420; 0.0587; 0.0560; 0.0798.